Computed, not measured: a molecular structure, C20H30CaClN10O4 at a distorted geometry, with wB97M-V/def2-TZVPD.

frontier orbital gap: 8.77 eV
net charge: +1
E_LUMO: -0.094 Eh

XYZ file:
```
66
Properties=species:S:1:pos:R:3:mulliken_charge:R:1
Ca 0.294 -0.679 0.111 2.2184
Cl 0.965 3.439 -1.615 1.6576
O 2.348 3.788 -1.424 -0.6895
O 0.596 2.129 -1.197 -0.2989
O 0.168 4.439 -0.909 -0.6950
O 0.597 3.518 -3.020 -0.7184
N 1.989 -1.674 1.701 -0.1791
N -3.011 -3.269 -1.159 -0.4583
N 2.483 -0.331 -0.657 -0.5758
N 0.609 1.042 2.020 0.0622
N -0.336 -1.097 -2.414 -0.1936
N -1.188 -1.576 1.982 -0.1252
N -4.784 4.599 -3.209 -0.4470
N -1.921 0.468 -0.004 -0.5840
N -0.763 -1.167 6.954 -0.4160
N 0.532 -3.094 -0.330 -0.4416
C -2.413 1.400 0.548 0.4727
C -2.975 2.578 1.248 -1.0109
C 4.295 -2.333 2.596 -0.9388
C 2.999 -1.962 2.098 0.2277
C 0.843 -3.913 -1.101 0.4153
C -3.037 -2.735 -2.190 0.3551
C -3.876 4.004 -2.713 0.0560
C 0.176 -0.807 -3.394 0.2994
C -2.783 3.292 -2.063 -0.1685
C 1.135 2.024 2.156 0.2503
C 0.828 -0.351 -4.599 -1.0915
C 4.982 0.008 -1.646 -1.0322
C -0.220 0.888 5.336 -0.0974
C 3.606 -0.158 -1.095 0.3656
C -3.610 -2.224 2.619 -0.9984
C -2.216 -1.881 2.234 0.1573
C 1.836 3.276 2.456 -1.1179
C -0.539 -0.238 6.223 0.1343
C -3.171 -2.069 -3.465 -0.5391
C 1.263 -4.987 -1.991 -1.0069
H 0.167 -0.051 -5.412 0.3520
H 0.345 -5.497 -2.282 0.3086
H -2.410 4.003 -1.326 0.2181
H 5.131 1.061 -1.888 0.3057
H -1.975 2.971 -2.720 0.3300
H 1.574 4.116 1.813 0.2767
H -3.057 -1.021 -3.190 0.1325
H -0.358 0.457 4.344 -0.2079
H -2.301 -2.460 -3.993 0.1496
H 5.816 -0.307 -1.019 0.3230
H -4.340 -1.953 1.857 0.2971
H -0.881 1.723 5.569 0.2963
H 1.566 0.426 -4.399 0.2705
H 4.984 -0.587 -2.559 0.2914
H 4.321 -3.336 3.020 0.3199
H -4.133 -2.265 -3.938 0.3729
H 1.627 3.632 3.465 0.3582
H 1.456 -1.189 -4.899 0.3275
H -3.630 -3.300 2.791 0.3188
H 2.918 3.144 2.435 0.3229
H -3.754 2.908 0.562 0.4261
H 4.576 -1.629 3.379 0.2930
H -3.510 2.130 2.086 0.3806
H -3.121 2.371 -1.589 -0.0633
H 1.697 -4.652 -2.933 0.3053
H 1.945 -5.639 -1.445 0.3280
H -3.860 -1.705 3.545 0.3658
H 0.821 1.209 5.361 0.2431
H -2.263 3.345 1.553 0.2597
H 4.944 -2.250 1.724 0.2507
```

Computed, not measured: 10 unconnected molecules or ions with the total composition C20H30Cl27F10NPS2 at a distorted geometry, with wB97M-V/def2-TZVPD.

frontier orbital gap: 9.38 eV
net charge: +1
E_LUMO: -0.087 Eh

XYZ file:
```
91
Properties=species:S:1:pos:R:3:mulliken_charge:R:1
Cl -5.710 -3.036 -5.368 -0.1220
Cl 5.510 -6.194 5.629 -0.1228
Cl 1.701 -2.758 3.642 -0.0442
Cl -4.471 -4.476 -3.166 -0.1407
Cl -2.024 6.390 -0.119 -0.0725
Cl -5.759 -0.130 3.928 -0.1220
Cl -2.877 0.205 4.046 -0.1054
Cl -3.279 -4.565 -5.815 -0.1295
Cl 8.903 -2.733 8.851 -0.1070
Cl 9.263 0.057 9.543 -0.1195
Cl 4.169 -2.878 2.086 -0.1236
Cl 9.935 -1.284 4.886 -0.1245
Cl -1.633 7.146 -2.892 -0.1195
Cl 4.104 -3.673 5.944 -0.1083
Cl 3.332 -0.383 3.301 -0.1262
Cl -4.590 1.728 5.827 -0.1042
Cl -1.312 -5.777 6.719 -0.1148
Cl -0.153 -3.466 8.037 -0.1190
Cl 6.931 -3.843 6.573 -0.0469
Cl -4.097 -0.300 -8.541 -0.1142
Cl 11.544 -3.617 4.240 -0.1330
Cl -2.075 -3.100 5.890 -0.0952
Cl 11.411 -2.646 6.979 -0.1156
Cl -1.333 0.322 -9.180 -0.1200
Cl 0.211 8.085 -0.854 -0.1038
Cl 7.349 -1.560 11.011 -0.1210
Cl -2.633 1.627 -6.937 -0.1361
S 0.561 -2.096 -1.565 1.4185
S -0.517 3.698 -1.504 0.0461
P -3.121 2.470 -0.528 0.3454
F -1.862 -1.813 -3.402 -0.2389
F 1.920 -2.821 -1.908 -0.3300
F 1.206 -2.079 -4.130 -0.2885
F -0.239 -3.321 -2.132 -0.2929
F -4.642 0.283 -4.417 -0.2531
F 0.567 -2.778 -0.148 -0.3243
F -0.777 -1.340 -1.144 -0.3013
F 1.219 -0.095 -3.223 -0.1368
F -0.799 -1.262 -5.208 -0.4250
F 1.395 -0.889 -0.943 -0.3533
N -2.635 2.108 -2.319 0.1896
C 10.538 -2.840 5.463 0.3929
C -1.752 3.262 -2.746 -0.8050
C -4.380 0.202 4.977 0.0872
C -4.945 2.515 -0.451 -1.1742
C 2.784 -1.886 2.560 0.6643
C -4.729 0.919 -3.198 -0.6176
C -1.367 0.458 -3.789 -0.3971
C -0.905 -0.988 -3.877 0.7420
C -3.846 2.157 -3.214 -1.0525
C 0.902 4.166 -2.546 -0.4361
C -1.881 0.828 -2.399 -1.8426
C 8.111 -1.274 9.446 0.1267
C -0.769 -4.114 6.520 0.3214
C -1.460 7.659 -1.205 -0.1037
C -4.192 -3.590 -4.666 1.1474
C 2.059 3.150 -2.496 -0.9060
C 5.637 -4.440 5.529 0.1119
C 0.526 -1.268 -3.280 0.3206
C -2.520 0.134 -7.900 0.5898
C -2.652 1.023 0.475 -0.8652
H -5.377 3.226 -1.147 0.3747
H -3.460 2.236 -4.229 0.5499
H -3.046 1.148 1.478 0.3158
H 5.876 -4.176 4.508 0.1547
H -2.425 4.108 -2.865 0.4101
H -3.602 -2.718 -4.430 -0.8012
H -4.316 -0.590 5.712 0.2430
H 9.683 -3.477 5.648 -0.0068
H -2.921 0.053 0.066 0.2844
H -1.324 3.059 -3.722 0.6755
H 1.253 5.153 -2.273 0.4333
H -2.075 8.536 -1.057 0.4025
H -4.536 0.229 -2.380 0.3175
H 2.890 3.516 -1.905 0.3906
H 0.538 4.213 -3.567 0.3484
H 2.434 3.026 -3.509 0.3190
H -5.166 2.878 0.549 0.4567
H -2.190 -0.659 -7.242 -0.1524
H -5.763 1.241 -3.090 0.3408
H -0.602 1.133 -4.152 0.5245
H 7.338 -1.001 8.740 0.2199
H 2.228 -1.639 1.666 -0.3749
H -1.022 0.958 -1.747 0.8421
H -1.567 1.030 0.561 0.3484
H -4.391 3.074 -3.045 0.7539
H -5.448 1.563 -0.605 0.3781
H -2.177 0.519 -4.512 -0.2625
H 1.726 2.181 -2.146 0.0533
H 0.037 -4.107 5.799 0.0151
H -2.446 0.001 -1.995 1.0975
```

Computed, not measured: 5 unconnected molecules or ions with the total composition C20H30ClF4N2O12S at a distorted geometry, with wB97M-V/def2-TZVPD.

frontier orbital gap: 9.91 eV
net charge: +1
E_LUMO: -0.099 Eh

XYZ file:
```
70
Properties=species:S:1:pos:R:3:mulliken_charge:R:1
Cl -0.121 -0.659 -1.614 -0.0635
S -3.911 -1.427 1.213 -0.1912
F 4.969 -3.059 3.203 -0.3068
F -4.310 6.397 -2.475 -0.2687
F 3.839 2.299 0.538 -0.2918
F 2.435 -4.263 0.759 -0.3213
O 2.868 -0.670 -2.616 -0.4862
O 3.444 0.503 -0.774 -0.2818
O -2.857 3.289 0.330 -0.4642
O 7.768 -1.876 -0.041 -0.4945
O 0.536 -5.202 -1.957 -0.3215
O 1.943 -6.102 -0.467 -0.3477
O 3.641 1.437 -2.791 -0.3268
O 6.912 -3.896 0.481 -0.3273
O -4.538 4.763 0.541 -0.3077
O -3.451 4.611 -1.387 -0.3044
O 6.218 -2.087 1.589 -0.3455
O 0.773 -7.444 -1.864 -0.4810
N -2.136 2.040 2.459 0.3399
N -4.336 1.370 2.279 -0.4925
C 7.049 -2.552 0.610 0.6410
C 4.239 1.663 -0.593 0.2969
C 2.236 -4.723 -0.510 0.4544
C -3.024 0.838 2.557 -0.6810
C -2.550 -0.298 1.610 -0.1697
C -1.920 0.307 0.331 0.7157
C -0.609 0.962 0.776 -1.1439
C -2.778 0.888 -2.365 -0.8689
C 3.930 2.465 -1.837 -0.4309
C -0.727 1.789 2.051 -1.1392
C 5.290 -3.115 1.887 0.6906
C -5.036 5.834 -0.283 -0.4287
C 6.061 -4.365 1.534 -0.4307
C -4.627 5.373 -1.664 0.2576
C 3.276 0.322 -2.118 0.6371
C -1.726 -0.743 -0.785 -0.6990
C -2.790 -0.558 -1.849 -0.7186
C 0.993 -4.134 -1.126 -0.0933
C 1.049 -6.366 -1.473 0.5949
C -3.553 4.148 -0.129 0.4961
H -2.112 2.466 3.386 0.4619
H -2.640 -1.244 -2.670 0.5290
H -4.536 6.763 -0.009 0.3036
H -2.592 1.068 -0.037 -0.4201
H -6.109 5.948 -0.161 0.2821
H 4.387 -2.962 1.297 0.0439
H -3.681 1.428 -2.107 0.1498
H -3.914 -2.158 2.338 0.2187
H 5.283 1.370 -0.485 0.3024
H -1.770 -1.745 -0.385 0.5924
H 4.759 3.082 -2.173 0.2866
H -1.958 1.415 -1.893 0.2497
H -3.064 0.464 3.571 0.6117
H -3.748 -0.807 -1.409 0.3077
H -1.772 -0.908 2.056 0.5483
H -0.174 1.359 2.872 0.4539
H -2.622 0.978 -3.430 0.4051
H 3.145 -4.560 -1.093 0.2883
H -0.213 1.563 -0.022 0.4821
H 0.081 0.156 0.978 0.5504
H 3.045 3.088 -1.697 0.2667
H 1.192 -3.238 -1.707 0.1194
H -5.354 4.732 -2.164 0.2998
H -5.061 0.813 2.705 0.3368
H -2.593 2.733 1.852 0.2562
H 5.430 -5.179 1.187 0.2662
H 0.240 -3.915 -0.366 0.0811
H -4.497 1.478 1.285 0.2026
H 6.668 -4.708 2.373 0.2846
H -0.286 2.761 1.876 0.3432
```